DFT (ωB97M-V with the def2-TZVPD basis set) results for C4H6CsO2 as an isolated structure.

The geometry in XYZ format:
```
13
Properties=species:S:1:pos:R:3:forces:R:3
C -0.145823 0.617497 0.980988 0.3 0.3 -0.4
O -0.499210 0.445412 2.284655 -0.3 0.0 0.2
H -0.363633 1.635884 0.652497 0.0 -0.3 0.1
H -0.556573 -0.489712 2.510300 0.1 0.0 0.0
C -1.520569 -0.152798 -2.013896 1.0 1.2 -1.0
C -0.213297 -0.274991 -1.474862 -2.5 -0.5 0.4
C -0.043348 -0.458584 -0.003354 0.9 0.6 0.6
O 1.143373 0.154205 0.586884 -0.2 -0.2 0.1
Cs 4.704368 -0.460329 1.512121 -0.1 0.0 0.0
H -2.262226 0.317276 -1.345718 0.4 -0.5 0.6
H -0.590809 0.970890 -2.006078 0.6 -2.0 0.1
H 0.551137 -0.825880 -2.048740 -0.1 1.1 -0.2
H -0.203390 -1.478875 0.365208 -0.1 0.2 -0.3
```
Forces are in eV/Å.

The value obtained for the energy is -326.3523 a.u. The calculation puts the strongest force on any atom at 2.6 eV/A. The relative energy (zero: lowest compared OMol25 entry of this formula, charge and spin) comes out at 3.974 eV. As for the highest occupied orbital energy (alpha / beta): -3.45 / -8.64 eV. Its spin multiplicity is 2. As for the orbital gap (alpha / beta): 0.126 / 0.320 Ha. The total charge is 0. The LUMO energy (alpha / beta) comes out at -0.001 / 0.003 hartree.

***

DFT (ωB97M-V with the def2-TZVPD basis set) results for C4H6DyO2 as an isolated structure.

The geometry in XYZ format:
```
13
Properties=species:S:1:pos:R:3:forces:R:3
O -1.017301 1.376932 3.051790 0.1 -0.1 -0.2
C 0.198803 1.242112 2.713318 0.3 0.4 0.1
H -1.167344 1.824104 3.905640 -0.2 0.1 0.3
H 0.898054 1.667548 3.456522 -0.1 -0.1 0.0
C -0.840457 -1.330753 -0.984607 0.7 0.8 -0.3
C -0.436100 -1.026332 -2.257188 -1.4 -1.6 0.5
C 0.983344 -0.950450 -2.714537 -0.1 0.1 -0.9
O 1.120715 0.140116 -1.859678 0.9 0.6 1.6
Dy 0.835787 0.229106 0.371512 -0.4 -0.7 -1.8
H -1.193750 -0.937139 -3.050559 0.0 0.5 0.3
H -1.806321 -1.682444 -0.619592 0.2 0.1 -0.2
H 1.033219 -0.591722 -3.756076 0.1 -0.5 0.3
H 1.558043 -1.875392 -2.549074 0.1 0.6 0.2
```
Forces are in eV/Å.

The value obtained for the energy is -1190.6602 a.u. The calculation puts the strongest force on any atom at 2.2 eV/A. The relative energy (zero: lowest compared OMol25 entry of this formula, charge and spin) comes out at 3.023 eV. As for the highest occupied orbital energy (alpha / beta): -17.74 / -17.63 eV. Its spin multiplicity is 7. As for the orbital gap (alpha / beta): 0.315 / 0.258 Ha. The total charge is +2. The LUMO energy (alpha / beta) comes out at -0.337 / -0.390 hartree.

***

DFT (ωB97M-V with the def2-TZVPD basis set) results for one molecule with the formula C4H6F2.

The geometry in XYZ format:
```
12
Properties=species:S:1:pos:R:3:forces:R:3
C -0.800258 -0.126152 1.274804 -2.2 0.2 0.9
C -0.326139 -0.847285 0.053727 -0.9 2.0 -2.8
C 0.430062 0.035757 -0.951670 1.1 2.3 1.3
F 0.636188 -0.626575 -2.061051 0.0 -1.9 -2.3
C 1.117563 1.228417 -1.039178 -2.7 -3.4 2.4
F 1.155323 2.055298 0.036574 0.4 0.2 -1.0
H -1.639402 0.601308 1.057563 1.1 -0.7 0.1
H -0.132366 0.326468 2.030253 0.2 -0.2 -1.0
H -1.270836 -0.968938 1.771257 -0.5 0.2 0.8
H -1.235396 -1.331810 -0.566725 2.0 1.0 1.6
H 0.367269 -1.596482 0.325962 0.6 -1.2 0.1
H 1.697991 1.249993 -1.931515 0.7 1.4 -0.2
```
Forces are in eV/Å.

The value obtained for the energy is -355.6703 a.u. The calculation puts the strongest force on any atom at 5.0 eV/A. The relative energy (zero: lowest compared OMol25 entry of this formula, charge and spin) comes out at 1.480 eV. As for the highest occupied orbital energy: -9.03 eV. Its spin multiplicity is 1. As for the orbital gap: 0.369 Ha. The total charge is 0. The LUMO energy comes out at 0.037 hartree.

***

DFT (ωB97M-V with the def2-TZVPD basis set) results for one molecule with the formula C4H6F2.

The geometry in XYZ format:
```
12
Properties=species:S:1:pos:R:3:forces:R:3
C -1.378731 -0.497914 -0.526818 2.5 -1.2 0.9
C -0.206650 0.434777 -0.171133 -0.7 0.4 -1.6
C 0.556139 0.225006 1.059193 3.3 0.4 0.8
F 0.563145 -0.885599 1.868724 -1.0 -0.5 -0.8
C 1.294480 0.115901 -0.319807 -1.2 4.0 0.5
F 1.774786 -0.995208 -0.869895 0.0 -0.9 0.1
H -1.540765 -0.498435 -1.598124 0.0 -0.4 -0.1
H -2.160460 -0.005937 -0.043814 -1.9 0.3 0.7
H -1.207205 -1.537724 -0.035386 -0.4 1.7 -1.2
H -0.406044 1.533906 -0.445258 0.1 -1.8 0.7
H 0.886198 1.016456 1.739745 -0.4 0.2 -0.7
H 1.825107 1.094772 -0.657426 -0.4 -2.2 0.7
```
Forces are in eV/Å.

The value obtained for the energy is -355.6608 a.u. The calculation puts the strongest force on any atom at 4.2 eV/A. The relative energy (zero: lowest compared OMol25 entry of this formula, charge and spin) comes out at 1.739 eV. As for the highest occupied orbital energy: -9.79 eV. Its spin multiplicity is 1. As for the orbital gap: 0.390 Ha. The total charge is 0. The LUMO energy comes out at 0.030 hartree.

***

DFT (ωB97M-V with the def2-TZVPD basis set) results for one molecule with the formula C4H6F2O.

The geometry in XYZ format:
```
13
Properties=species:S:1:pos:R:3:forces:R:3
O -0.735912 0.318474 -2.100878 1.7 1.5 -0.9
C 0.335462 0.539325 -1.066117 1.3 1.5 -1.7
C 0.133419 -0.239988 0.197292 -1.7 -0.2 -0.1
C -1.016861 -0.920133 0.061924 0.7 -3.1 -0.1
F -1.587352 -1.506246 1.130285 -0.5 0.0 0.0
C 0.785748 0.079786 1.568692 -3.3 2.9 1.8
F 0.264754 -0.756411 2.576879 1.3 -1.2 -0.6
H -0.536591 0.859374 -2.974797 -0.2 -1.5 3.0
H 1.341416 0.323851 -1.538912 -1.0 0.3 0.4
H 0.313208 1.620002 -0.737975 0.1 -0.8 -0.6
H -1.343555 -1.513332 -0.882641 0.3 2.1 1.5
H 1.914670 0.160307 1.659015 -1.5 -0.1 -0.4
H 0.131595 1.034990 2.107233 2.7 -1.3 -2.4
```
Forces are in eV/Å.

The value obtained for the energy is -430.8600 a.u. The calculation puts the strongest force on any atom at 4.7 eV/A. The relative energy (zero: lowest compared OMol25 entry of this formula, charge and spin) comes out at 3.369 eV. As for the highest occupied orbital energy: -9.20 eV. Its spin multiplicity is 1. As for the orbital gap: 0.361 Ha. The total charge is 0. The LUMO energy comes out at 0.023 hartree.

***

DFT (ωB97M-V with the def2-TZVPD basis set) results for one molecule with the formula C4H6F2O.

The geometry in XYZ format:
```
13
Properties=species:S:1:pos:R:3:forces:R:3
C 2.017485 0.998232 0.487029 0.8 1.0 0.0
C 1.677892 -0.190448 0.038720 0.2 -1.1 -0.4
C 0.284325 -0.490595 -0.406877 -4.1 1.9 2.2
F -0.064825 -0.293798 -1.694206 0.7 0.4 0.3
F -0.011195 -1.736892 -0.135946 0.2 -1.9 -0.1
O -0.876332 0.264893 0.503068 5.0 -0.7 -1.4
C -2.150174 -0.058887 0.105012 -0.9 0.4 0.1
H 3.021507 1.342773 0.870729 -1.3 -0.8 -0.5
H 1.237163 1.744891 0.380264 0.2 0.2 0.4
H 2.282228 -1.124738 -0.036312 -0.2 1.1 0.3
H -2.416546 -1.103465 0.186315 -0.3 -0.5 1.6
H -2.225865 -0.063055 -0.951227 -0.5 1.4 -1.5
H -2.775663 0.711091 0.653430 0.1 -1.4 -0.9
```
Forces are in eV/Å.

The value obtained for the energy is -430.9042 a.u. The calculation puts the strongest force on any atom at 5.2 eV/A. The relative energy (zero: lowest compared OMol25 entry of this formula, charge and spin) comes out at 2.168 eV. As for the highest occupied orbital energy: -9.89 eV. Its spin multiplicity is 1. As for the orbital gap: 0.402 Ha. The total charge is 0. The LUMO energy comes out at 0.038 hartree.

***

DFT (ωB97M-V with the def2-TZVPD basis set) results for a 2-piece molecular cluster, C4H6F2O overall.

The geometry in XYZ format:
```
13
Properties=species:S:1:pos:R:3:forces:R:3
C -1.201686 1.701055 1.320904 -2.4 0.4 0.9
C -0.197597 1.436114 0.519351 0.8 0.1 -0.1
C 1.120745 -1.962397 -0.586953 -1.1 1.0 -0.1
C -0.315987 0.459703 -0.557071 3.5 -3.4 -0.5
O 0.680485 -0.960536 0.302852 -1.3 3.0 -1.1
F -1.409681 -0.097312 -0.948662 -1.5 -0.1 0.9
F 0.343576 0.669416 -1.716528 0.4 0.5 1.2
H -1.192784 2.327470 2.219227 0.8 -0.1 -0.5
H -2.258643 1.368916 1.172627 1.2 -0.2 -0.3
H 0.827409 1.814162 0.676649 -0.7 -0.3 -0.1
H 1.132364 -1.571101 -1.607473 0.3 -0.3 -0.1
H 0.429928 -2.755970 -0.491604 -1.1 -1.2 -0.5
H 2.041871 -2.429519 -0.303320 1.1 0.5 0.2
```
Forces are in eV/Å.

The value obtained for the energy is -430.8705 a.u. The calculation puts the strongest force on any atom at 4.8 eV/A. The relative energy (zero: lowest compared OMol25 entry of this formula, charge and spin) comes out at 3.085 eV. As for the highest occupied orbital energy: -9.31 eV. Its spin multiplicity is 1. As for the orbital gap: 0.349 Ha. The total charge is 0. The LUMO energy comes out at 0.007 hartree.

***

DFT (ωB97M-V with the def2-TZVPD basis set) results for a 2-piece molecular cluster, C4H6F2O overall.

The geometry in XYZ format:
```
13
Properties=species:S:1:pos:R:3:forces:R:3
C 1.622160 0.717886 -0.876508 -3.4 0.5 -3.6
C 0.215154 1.249906 -0.714909 -1.7 -0.4 0.9
C -0.493940 1.272428 0.414098 -0.2 -1.1 0.2
F -0.094625 0.853436 1.641194 0.0 0.4 -1.1
F -1.823181 1.493221 0.484739 1.0 0.4 -0.1
H 1.763737 -0.319142 -0.989063 -0.8 -1.7 -0.1
H 1.875690 1.103449 -1.853552 1.2 0.5 0.1
H 2.174865 0.928715 -0.087999 3.0 1.8 3.3
H -0.428222 1.599060 -1.553031 0.9 -0.4 0.4
C -1.126737 -2.215164 0.906712 -3.4 0.6 -1.4
O -0.406959 -2.430943 -0.028492 0.3 0.1 1.1
H -2.249513 -1.777534 0.677516 2.3 -0.6 0.6
H -1.028429 -2.475319 1.979296 0.8 0.0 -0.3
```
Forces are in eV/Å.

The value obtained for the energy is -430.8943 a.u. The calculation puts the strongest force on any atom at 5.0 eV/A. The relative energy (zero: lowest compared OMol25 entry of this formula, charge and spin) comes out at 2.438 eV. As for the highest occupied orbital energy: -9.59 eV. Its spin multiplicity is 1. As for the orbital gap: 0.382 Ha. The total charge is 0. The LUMO energy comes out at 0.030 hartree.